ORCA calculation (ωB97M-V/def2-TZVPD) on a 8-piece molecular cluster, C42H116N18O12P6 overall in a non-equilibrium geometry.

```
194
Properties=species:S:1:pos:R:3:lowdin_charge:R:1
C -4.040 -2.306 -0.509 -0.103
N -3.824 -3.651 0.051 -0.273
C -2.415 -4.108 -0.138 -0.102
P -5.035 -4.904 -0.188 0.593
O -5.039 -5.452 -1.567 -0.291
N -4.850 -5.976 1.091 -0.301
C -4.747 -7.407 0.852 -0.103
C -4.531 -5.620 2.444 -0.148
N -6.493 -4.087 0.131 -0.306
C -7.529 -3.920 -0.878 -0.115
C -6.808 -3.640 1.510 -0.116
H -5.095 -2.031 -0.476 0.074
H -3.811 -2.248 -1.573 0.058
H -3.368 -1.617 0.002 0.057
H -2.363 -4.807 0.697 0.063
H -1.768 -3.258 0.079 0.053
H -2.195 -4.550 -1.109 0.075
H -5.737 -7.840 0.708 0.081
H -4.163 -7.646 -0.036 0.079
H -4.341 -7.894 1.739 0.079
H -5.078 -6.184 3.199 0.087
H -3.488 -5.765 2.725 0.075
H -4.764 -4.568 2.611 0.050
H -7.517 -4.739 -1.597 0.073
H -8.487 -4.045 -0.372 0.077
H -7.487 -2.958 -1.390 0.076
H -7.198 -4.434 2.147 0.080
H -7.562 -2.854 1.521 0.079
H -5.973 -3.109 1.968 0.059
C -1.334 1.949 7.400 -0.098
N -1.541 1.564 5.988 -0.296
C -0.259 1.592 5.248 -0.145
P -2.999 1.742 5.082 0.556
O -4.175 1.827 5.902 -0.260
N -2.796 3.251 4.207 -0.283
C -3.751 4.315 4.231 -0.126
C -1.656 3.503 3.299 -0.110
N -2.977 0.481 3.950 -0.300
C -2.820 -0.896 4.519 -0.083
C -3.890 0.594 2.815 -0.122
H -0.514 1.392 7.853 0.081
H -2.129 1.695 8.101 0.076
H -1.291 3.038 7.374 0.083
H -0.356 1.173 4.247 0.058
H 0.558 0.970 5.613 0.071
H 0.146 2.596 5.379 0.073
H -3.410 5.176 3.656 0.066
H -4.682 3.891 3.856 0.079
H -3.960 4.692 5.232 0.077
H -0.760 3.644 3.904 0.054
H -1.471 2.632 2.671 0.052
H -1.854 4.359 2.653 0.059
H -2.508 -1.658 3.805 0.068
H -2.115 -0.808 5.345 0.069
H -3.807 -1.246 4.823 0.079
H -4.891 0.540 3.242 0.079
H -3.875 -0.262 2.140 0.071
H -3.916 1.547 2.287 0.082
C -3.418 -2.153 -7.667 -0.078
N -2.204 -2.388 -6.840 -0.330
C -1.807 -1.297 -6.055 -0.168
P -1.875 -4.047 -6.556 0.547
O -2.166 -4.853 -7.750 -0.272
N -0.326 -3.994 -5.902 -0.294
C 0.737 -3.469 -6.850 -0.074
C 0.052 -5.135 -5.094 -0.124
N -2.876 -4.306 -5.225 -0.309
C -4.009 -5.132 -5.444 -0.140
C -3.064 -3.426 -4.070 -0.095
H -3.133 -2.602 -8.619 0.078
H -3.625 -1.093 -7.814 0.079
H -4.249 -2.586 -7.110 0.070
H -0.943 -1.486 -5.418 0.060
H -2.722 -0.995 -5.546 0.083
H -1.466 -0.468 -6.676 0.079
H 1.036 -4.226 -7.576 0.082
H 0.376 -2.657 -7.481 0.072
H 1.585 -3.041 -6.316 0.070
H 0.165 -6.048 -5.678 0.082
H 1.048 -4.963 -4.685 0.070
H -0.623 -5.375 -4.272 0.080
H -3.829 -5.954 -6.137 0.081
H -4.340 -5.607 -4.520 0.077
H -4.822 -4.503 -5.806 0.075
H -3.104 -4.036 -3.168 0.061
H -3.976 -2.845 -4.207 0.094
H -2.197 -2.788 -3.900 0.052
C 4.620 1.214 -0.772 -0.122
N 5.380 2.466 -0.778 -0.289
C 4.530 3.703 -0.840 -0.101
P 6.952 2.593 -0.169 0.591
O 7.590 3.895 -0.447 -0.292
N 6.572 2.275 1.495 -0.284
C 6.643 3.417 2.518 -0.078
C 6.045 0.962 2.024 -0.098
N 7.844 1.201 -0.717 -0.326
C 9.086 0.875 -0.055 -0.118
C 7.715 0.745 -2.099 -0.107
H 5.263 0.345 -0.635 0.053
H 3.964 1.105 -1.637 0.080
H 3.906 1.216 0.051 0.056
H 3.886 3.711 -1.720 0.076
H 5.228 4.529 -0.978 0.063
H 3.960 4.103 -0.001 0.065
H 6.718 4.384 2.020 0.071
H 5.796 3.229 3.178 0.063
H 7.435 3.212 3.238 0.065
H 6.422 0.134 1.423 0.053
H 6.364 0.954 3.066 0.076
H 4.964 0.839 2.087 0.037
H 9.375 -0.145 -0.312 0.080
H 9.841 1.522 -0.501 0.084
H 8.923 0.976 1.017 0.075
H 8.433 1.215 -2.771 0.083
H 6.671 0.881 -2.382 0.065
H 7.923 -0.323 -2.164 0.080
C -0.742 7.011 3.045 -0.120
N -0.666 7.942 1.937 -0.309
C 0.232 9.110 2.178 -0.102
P -1.127 7.414 0.354 0.562
O -2.279 6.541 0.274 -0.262
N -1.275 8.808 -0.583 -0.310
C -2.327 9.770 -0.181 -0.097
C -1.143 8.654 -2.045 -0.109
N 0.317 6.691 -0.291 -0.297
C 1.539 7.372 -0.555 -0.154
C 0.401 5.243 -0.213 -0.123
H -0.168 6.118 2.800 0.067
H -1.810 6.872 3.212 0.072
H -0.314 7.443 3.950 0.084
H -0.217 9.832 2.861 0.076
H 0.379 9.572 1.202 0.060
H 1.134 8.713 2.644 0.077
H -2.143 10.692 -0.734 0.080
H -3.333 9.374 -0.320 0.086
H -2.166 10.087 0.849 0.069
H -0.227 8.227 -2.453 0.068
H -1.938 8.028 -2.449 0.085
H -1.134 9.643 -2.503 0.080
H 2.264 7.315 0.257 0.076
H 2.121 7.034 -1.412 0.085
H 1.365 8.447 -0.591 0.068
H 1.426 4.886 -0.319 0.069
H -0.200 4.860 -1.037 0.081
H -0.013 4.733 0.657 0.053
C 2.619 -0.409 2.721 -0.132
N 2.806 -1.818 2.499 -0.315
C 3.216 -2.614 3.644 -0.104
P 2.545 -2.472 0.920 0.664
O 2.007 -1.531 -0.123 -0.271
N 4.046 -3.225 0.626 -0.270
C 4.313 -4.582 1.233 -0.091
C 5.168 -2.532 -0.070 -0.081
N 1.412 -3.757 1.208 -0.290
C 1.081 -4.676 0.172 -0.123
C 0.301 -3.530 2.144 -0.107
H 2.983 0.237 1.922 0.051
H 3.228 -0.086 3.565 0.081
H 1.583 -0.229 3.009 0.061
H 3.028 -3.674 3.471 0.065
H 2.894 -2.170 4.585 0.086
H 4.297 -2.475 3.660 0.081
H 3.532 -4.847 1.946 0.051
H 4.218 -5.216 0.351 0.077
H 5.279 -4.635 1.735 0.083
H 5.972 -3.216 -0.345 0.090
H 4.907 -2.059 -1.017 0.055
H 5.626 -1.732 0.511 0.050
H 1.907 -5.323 -0.122 0.079
H 0.339 -5.421 0.458 0.085
H 0.685 -4.138 -0.690 0.072
H 0.531 -2.957 3.042 0.069
H -0.128 -4.486 2.444 0.085
H -0.507 -2.932 1.723 0.056
O 4.479 -3.403 -3.148 0.118
C 3.402 -2.834 -3.180 -0.561
O 3.316 -1.490 -3.231 0.049
C 2.006 -1.043 -3.435 -0.116
C 1.245 -2.327 -3.130 -0.132
O 2.200 -3.363 -2.957 0.060
H 1.665 -0.262 -2.755 0.121
H 1.817 -0.810 -4.482 0.129
H 0.615 -2.517 -3.999 0.098
H 0.742 -2.282 -2.164 0.101
O -1.864 -0.897 -2.271 0.125
C -1.222 -0.321 -1.403 -0.493
O -1.238 -0.701 -0.109 0.030
C -0.768 0.320 0.700 -0.130
C -0.106 1.309 -0.279 -0.131
O -0.662 0.918 -1.467 0.070
H -1.629 0.749 1.212 0.106
H -0.018 0.072 1.451 0.108
H 0.975 1.182 -0.327 0.120
H -0.331 2.338 -0.001 0.120
```

Calculated values
frontier orbital gap = 7.60 eV
structure (SMILES) = CN(C)P(=O)(N(C)C)N(C)C.CN(C)P(=O)(N(C)C)N(C)C.CN(C)P(=O)(N(C)C)N(C)C.CN(C)P(=O)(N(C)C)N(C)C.CN(C)P(=O)(N(C)C)N(C)C.CN(C)P(=O)(N(C)C)N(C)C.O=C1OCCO1.O=C1OCCO1
energy = -5606.6351 Ha
energy above the lowest of the compared OMol25 structures with the same formula, charge and spin = 280.9 kJ/mol
net charge = 0

=====

ORCA calculation (ωB97M-V/def2-TZVPD) on a 19-piece molecular cluster, C42H127F3N26O21S overall in a non-equilibrium geometry.

```
220
Properties=species:S:1:pos:R:3:lowdin_charge:R:1
O -7.333 -5.791 0.050 0.215
H -7.468 -6.572 0.591 0.068
H -7.804 -5.023 0.381 0.085
H -6.406 -5.543 0.073 0.046
C -4.640 -7.941 -1.436 -0.530
F -3.648 -8.051 -0.503 0.095
F -4.407 -8.507 -2.692 0.079
F -5.767 -8.400 -0.947 0.162
S -4.825 -6.033 -1.808 0.618
O -6.160 -5.866 -2.359 -0.325
O -4.753 -5.432 -0.433 -0.352
O -3.783 -5.549 -2.733 -0.312
C 0.270 -6.236 -0.454 -0.790
O 0.920 -5.315 -0.894 0.049
N -0.574 -6.980 -1.206 0.198
N 0.260 -6.695 0.743 0.184
H -0.651 -6.720 -2.179 0.076
H -1.235 -7.551 -0.699 0.080
H 0.951 -6.145 1.232 0.131
H -0.539 -7.192 1.112 0.104
C -6.806 -7.227 -5.500 -0.905
O -6.940 -7.433 -6.658 0.077
N -6.961 -8.013 -4.515 0.200
N -6.493 -6.127 -5.025 0.180
H -7.111 -7.395 -3.731 0.089
H -7.542 -8.826 -4.665 0.128
H -6.346 -5.867 -4.061 0.048
H -6.394 -5.431 -5.750 0.098
C -1.289 -2.881 -3.539 -0.708
O -0.169 -2.345 -3.619 -0.007
N -1.378 -4.200 -3.674 0.167
N -2.374 -2.413 -2.999 0.201
H -0.546 -4.723 -3.909 0.081
H -2.197 -4.668 -3.314 0.034
H -3.169 -3.026 -3.109 0.102
H -2.431 -1.494 -2.582 0.077
C -7.117 -12.517 -1.720 -0.782
O -7.651 -11.705 -2.487 -0.013
N -7.571 -12.614 -0.570 0.186
N -6.163 -13.334 -2.153 0.171
H -8.312 -11.973 -0.324 0.054
H -7.348 -13.275 0.161 0.130
H -5.792 -13.285 -3.091 0.048
H -6.119 -14.256 -1.742 0.106
C -6.757 -2.947 1.926 -0.742
O -7.482 -3.480 1.106 0.035
N -5.493 -2.580 1.762 0.190
N -7.072 -2.692 3.142 0.190
H -4.849 -2.362 2.509 0.118
H -5.201 -2.720 0.805 0.100
H -8.036 -2.978 3.241 0.104
H -6.454 -2.242 3.802 0.131
C -1.754 -2.943 0.645 -0.797
O -2.502 -2.036 0.873 0.025
N -0.481 -2.876 0.648 0.206
N -2.290 -4.158 0.418 0.186
H -0.117 -1.937 0.578 0.127
H 0.062 -3.588 0.180 0.081
H -1.682 -4.817 -0.046 0.070
H -3.297 -4.214 0.375 0.051
C -1.741 -9.464 2.582 -0.705
O -2.696 -9.386 1.773 -0.030
N -0.865 -10.467 2.433 0.187
N -1.397 -8.626 3.500 0.192
H 0.080 -10.173 2.636 0.109
H -0.925 -10.975 1.562 0.070
H -2.012 -7.826 3.480 0.120
H -1.109 -8.989 4.397 0.132
C -5.688 -11.065 2.664 -0.762
O -6.554 -11.573 3.357 0.029
N -5.921 -10.327 1.621 0.167
N -4.420 -10.868 2.965 0.165
H -5.066 -9.960 1.226 0.103
H -6.658 -10.612 0.991 0.099
H -3.696 -10.499 2.366 0.027
H -4.281 -11.169 3.919 0.123
C -10.369 -10.398 -0.685 -0.773
O -9.342 -10.672 -0.166 0.049
N -10.741 -10.628 -1.891 0.221
N -11.097 -9.474 -0.134 0.173
H -10.219 -11.238 -2.504 0.125
H -11.653 -10.260 -2.123 0.120
H -11.921 -9.153 -0.621 0.096
H -10.981 -9.450 0.869 0.103
C -0.461 0.853 -2.430 -0.046
C -1.676 1.360 -3.308 -0.381
C -3.002 1.471 -2.518 -0.208
O -3.377 0.174 -2.193 -0.219
C -4.635 -0.105 -1.720 -0.120
N -1.356 2.709 -3.796 0.024
H -0.028 1.549 -1.712 0.069
H 0.317 0.395 -3.040 0.069
H -0.761 0.003 -1.816 0.051
H -1.826 0.670 -4.138 0.140
H -3.709 1.972 -3.180 0.120
H -2.886 2.103 -1.637 0.130
H -5.476 0.114 -2.377 0.078
H -4.870 0.481 -0.831 0.095
H -4.755 -1.186 -1.644 0.084
H -2.238 3.025 -4.174 0.052
H -1.250 3.313 -2.992 0.061
C -9.718 -0.271 -3.305 -0.071
C -9.096 -1.268 -4.225 -0.459
C -9.969 -2.437 -4.757 -0.177
O -9.357 -3.737 -4.915 -0.182
C -8.974 -4.359 -3.743 -0.128
N -8.600 -0.720 -5.457 0.059
H -9.044 0.480 -2.892 0.074
H -10.158 -0.731 -2.420 0.070
H -10.485 0.323 -3.801 0.080
H -8.374 -1.777 -3.586 0.125
H -10.438 -2.235 -5.720 0.131
H -10.763 -2.534 -4.016 0.111
H -9.602 -4.156 -2.875 0.086
H -7.953 -3.998 -3.625 0.083
H -9.043 -5.434 -3.908 0.086
H -8.751 -1.561 -5.996 0.043
H -7.592 -0.701 -5.394 0.074
C -6.486 -3.501 -7.696 -0.065
C -5.624 -3.997 -8.796 -0.517
C -5.551 -5.482 -8.957 -0.264
O -4.818 -6.002 -9.959 -0.152
C -3.447 -5.757 -9.858 -0.094
N -5.847 -3.246 -9.975 0.062
H -7.536 -3.730 -7.876 0.086
H -6.495 -2.419 -7.823 0.085
H -6.235 -3.877 -6.704 0.066
H -4.659 -3.665 -8.413 0.133
H -6.587 -5.794 -9.092 0.140
H -5.219 -5.845 -7.985 0.107
H -3.146 -5.979 -8.834 0.071
H -3.274 -4.708 -10.099 0.093
H -2.823 -6.484 -10.378 0.092
H -5.514 -3.816 -10.740 0.071
H -6.840 -3.098 -10.089 0.074
C -3.021 -8.304 -6.730 -0.030
C -2.500 -7.606 -5.500 -0.475
C -1.042 -7.379 -5.568 -0.191
O -0.514 -6.941 -4.272 -0.260
C 0.953 -6.680 -4.325 -0.045
N -3.022 -6.270 -5.530 0.075
H -4.101 -8.159 -6.711 0.081
H -2.847 -9.378 -6.659 0.071
H -2.512 -7.936 -7.620 0.080
H -2.817 -8.160 -4.617 0.120
H -0.834 -6.667 -6.367 0.133
H -0.611 -8.342 -5.840 0.124
H 1.211 -6.351 -5.332 0.093
H 1.449 -7.612 -4.053 0.075
H 1.240 -6.034 -3.496 0.073
H -4.020 -6.294 -5.687 0.049
H -2.836 -5.957 -4.588 0.018
C -0.499 -10.055 -2.756 -0.035
C -0.533 -10.632 -1.304 -0.429
C -1.439 -11.777 -1.086 -0.154
O -2.018 -11.865 0.241 -0.228
C -2.762 -12.977 0.610 -0.103
N 0.847 -10.752 -0.843 0.051
H 0.286 -10.552 -3.326 0.085
H -0.090 -9.046 -2.803 0.039
H -1.517 -9.960 -3.133 0.065
H -0.948 -9.787 -0.755 0.105
H -0.811 -12.646 -1.282 0.133
H -2.224 -11.850 -1.840 0.114
H -3.334 -13.451 -0.187 0.083
H -3.489 -12.777 1.396 0.074
H -2.020 -13.682 0.986 0.092
H 1.460 -9.961 -0.980 0.073
H 0.954 -10.882 0.153 0.052
C -10.525 -4.144 2.123 -0.092
C -11.437 -3.695 1.069 -0.410
C -11.922 -4.929 0.263 -0.206
O -10.894 -5.507 -0.509 -0.181
C -11.506 -6.430 -1.427 -0.091
N -12.485 -2.867 1.730 0.031
H -9.802 -4.812 1.655 0.058
H -11.003 -4.657 2.958 0.096
H -9.953 -3.409 2.689 0.061
H -11.002 -2.943 0.411 0.141
H -12.814 -4.524 -0.214 0.125
H -12.168 -5.760 0.924 0.127
H -11.940 -7.271 -0.885 0.051
H -10.845 -6.823 -2.199 0.090
H -12.297 -5.917 -1.973 0.090
H -12.849 -2.119 1.156 0.064
H -12.076 -2.374 2.510 0.060
C -9.088 -8.945 3.023 -0.038
C -8.326 -7.842 2.316 -0.432
C -7.099 -7.350 3.114 -0.105
O -6.462 -6.151 2.476 -0.207
C -5.070 -6.052 2.875 -0.078
N -7.990 -8.379 1.045 0.059
H -9.618 -8.470 3.849 0.081
H -8.592 -9.794 3.494 0.086
H -9.864 -9.322 2.358 0.055
H -9.001 -6.988 2.284 0.129
H -6.444 -8.219 3.165 0.116
H -7.427 -7.059 4.112 0.129
H -4.720 -5.092 2.498 0.065
H -4.321 -6.725 2.458 0.074
H -5.064 -6.092 3.965 0.087
H -8.788 -8.831 0.620 0.048
H -7.493 -9.224 1.286 0.034
C -4.550 -11.286 -3.992 -0.100
C -4.257 -12.097 -5.204 -0.414
C -2.748 -12.652 -5.102 -0.119
O -2.329 -12.996 -6.465 -0.204
C -1.135 -13.728 -6.595 -0.133
N -5.201 -13.175 -5.153 0.033
H -5.500 -10.753 -4.039 0.076
H -3.746 -10.550 -4.012 0.048
H -4.502 -11.686 -2.979 0.067
H -4.356 -11.475 -6.094 0.139
H -2.693 -13.508 -4.429 0.122
H -2.085 -11.854 -4.769 0.100
H -1.138 -14.677 -6.058 0.076
H -0.297 -13.220 -6.118 0.081
H -0.958 -14.013 -7.632 0.088
H -5.012 -13.679 -6.007 0.082
H -6.103 -12.752 -5.315 0.087
```

Calculated values
frontier orbital gap = 8.13 eV
energy = -5377.8158 Ha
net charge = 0

=====

> Which value of net charge does entry 2 give?

0